1.
This record from the OMol25 dataset describes one molecule with the formula C2H6N4S4 in a non-equilibrium geometry. The level of theory is ωB97M-V with the def2-TZVPD basis set.

The geometry in XYZ format:
```
16
Properties=species:S:1:pos:R:3
N 3.435 1.438 -0.327
N 2.435 0.906 0.493
C 2.007 -0.396 0.440
S 2.439 -1.453 -0.837
S 0.935 -0.887 1.645
S -0.508 -1.782 0.489
C -1.679 -0.313 0.119
S -1.624 1.424 0.412
N -2.838 -0.883 -0.051
N -3.916 -0.295 -0.694
H 3.138 1.393 -1.269
H 4.238 0.821 -0.509
H 2.119 1.306 1.536
H -2.719 -2.035 -0.219
H -4.355 0.302 0.034
H -3.107 0.454 -1.260
```

As for the HOMO energy: -8.57 eV. As for the net charge: 0. The value obtained for the total energy is -51468.1080 eV. As for the energy relative to the best compared isomer or geometry (same formula, charge and spin): 76.6 kcal per mole. The frontier orbital gap is 8.05 eV. For the max |F|, the calculation gives 6.5 eV/A.

2.
This record from the OMol25 dataset describes an isolated ion of composition C2H6N5O and charge +1 in a non-equilibrium geometry. The level of theory is ωB97M-V with the def2-TZVPD basis set.

The geometry in XYZ format:
```
14
Properties=species:S:1:pos:R:3
C 2.521 0.252 -0.082
N 1.008 0.103 0.050
N 0.225 1.139 -0.293
C -1.008 0.628 -0.123
O -2.230 1.262 -0.259
N -0.881 -0.659 0.194
N -1.945 -1.465 0.243
N 0.387 -0.989 0.286
H 2.937 0.057 -1.060
H 2.812 1.325 0.050
H 2.696 -0.317 0.753
H -2.004 2.239 -0.355
H -2.814 -1.122 0.183
H -1.704 -2.453 0.413
```

As for the HOMO energy: -14.46 eV. As for the net charge: +1. The value obtained for the total energy is -11659.0957 eV. As for the energy relative to the best compared isomer or geometry (same formula, charge and spin): 0.0 kcal per mole. The frontier orbital gap is 10.34 eV. For the max |F|, the calculation gives 6.3 eV/A.

3.
This record from the OMol25 dataset describes an isolated ion of composition C2H6N5O and charge +1 in a non-equilibrium geometry. The level of theory is ωB97M-V with the def2-TZVPD basis set.

The geometry in XYZ format:
```
14
Properties=species:S:1:pos:R:3
C 1.433 -0.509 -0.649
O 0.781 0.711 -0.375
C 0.002 0.828 0.778
N -1.303 0.367 0.369
N -1.939 -0.864 0.669
N -3.004 -0.974 0.124
N -3.226 0.158 -0.584
N -2.142 0.920 -0.476
H 1.361 -0.794 -1.668
H 0.817 -1.431 -0.138
H 2.418 -0.418 -0.411
H 0.318 0.336 1.637
H -0.110 1.868 0.969
H -3.947 0.264 -1.321
```

As for the HOMO energy: -15.36 eV. As for the net charge: +1. The value obtained for the total energy is -11657.4724 eV. As for the energy relative to the best compared isomer or geometry (same formula, charge and spin): 37.4 kcal per mole. The frontier orbital gap is 9.52 eV. For the max |F|, the calculation gives 8.2 eV/A.

4.
This record from the OMol25 dataset describes an isolated ion of composition C2H6N5S and charge +1 in a non-equilibrium geometry. The level of theory is ωB97M-V with the def2-TZVPD basis set.

The geometry in XYZ format:
```
14
Properties=species:S:1:pos:R:3
N -0.336 2.621 0.045
C -0.697 1.320 -0.140
N -1.901 0.887 -0.177
S -2.435 -0.760 -0.041
N -0.840 -1.582 0.098
C 0.344 -0.985 -0.073
N 1.453 -1.746 0.010
N 0.398 0.322 -0.314
H -0.973 3.048 0.760
H 0.669 2.689 0.210
H -0.622 -2.550 0.114
H 2.279 -1.277 0.042
H 1.370 -2.753 0.008
H 1.291 0.766 -0.543
```

As for the HOMO energy: -12.45 eV. As for the net charge: +1. The value obtained for the total energy is -20449.7082 eV. As for the energy relative to the best compared isomer or geometry (same formula, charge and spin): 0.0 kcal per mole. The frontier orbital gap is 9.04 eV. For the max |F|, the calculation gives 3.6 eV/A.